Here is 9 unconnected molecules or ions with the total composition C34H75BFN14O21 at a distorted geometry from OMol25. Energies are from ωB97M-V/def2-TZVPD.

Geometry as XYZ:
```
146
Properties=species:S:1:pos:R:3:forces:R:3:lowdin_charge:R:1
H -8.039 -3.635 -4.056 0.121 0.033 -0.073 0.100
C -1.472 -0.859 -5.203 0.277 -0.039 -0.477 -0.242
H 0.168 3.483 0.999 0.036 0.072 -0.093 0.090
C 1.493 0.688 2.094 0.137 0.188 -0.504 -0.198
H 7.331 1.935 3.382 -0.098 0.021 0.009 0.061
H 1.877 -2.196 -3.321 0.003 0.059 0.152 0.118
C 4.028 3.658 3.100 -0.113 -0.145 -0.027 0.042
O 8.526 -1.355 2.743 -0.052 0.014 0.017 0.072
O 1.429 2.067 1.725 -0.054 0.093 -0.091 -0.226
H -5.156 2.565 -2.303 -0.124 0.147 0.011 0.129
N 7.434 3.033 5.137 -0.033 0.041 0.071 -0.432
H 3.339 2.133 -0.196 0.106 -0.110 0.129 0.047
C 8.795 -4.507 -0.899 -0.067 -0.120 -0.075 0.046
O -2.750 -8.412 -2.338 -0.048 0.068 0.030 0.093
H -3.308 4.076 -0.403 0.108 -0.059 -0.016 0.105
F 3.043 -2.081 -4.940 -0.129 0.122 0.060 -0.048
H 4.455 2.938 3.782 0.011 0.005 0.018 0.073
H 8.397 0.414 0.868 0.031 0.018 0.076 0.113
H -3.269 -7.970 2.641 0.016 -0.039 0.056 0.105
H -4.624 4.406 -1.518 0.056 -0.099 -0.121 0.114
H 1.505 -0.753 -1.521 0.047 0.011 -0.315 0.095
H 9.674 -4.633 -0.275 0.006 0.072 0.033 0.105
H 6.838 -0.244 0.290 0.003 -0.063 -0.015 0.096
H 8.045 -3.917 -0.384 0.045 0.013 0.089 0.068
H -3.024 1.641 -1.421 0.135 -0.122 -0.123 0.120
N 4.251 5.147 7.582 0.189 -0.109 0.009 -0.435
C 3.673 2.207 -1.223 0.139 -0.218 -0.525 -0.058
H 1.220 -0.071 -5.434 0.003 0.161 0.099 0.139
C 0.125 2.578 1.602 -0.096 -0.087 0.195 -0.112
H 8.402 -5.460 -1.230 0.017 -0.008 -0.053 0.094
O 8.398 3.499 5.695 -0.021 -0.026 -0.040 0.096
O 6.328 3.545 5.101 0.032 0.032 0.027 0.033
O -3.273 -7.370 -0.523 0.021 -0.095 -0.012 0.046
C -7.122 -1.746 -2.528 0.170 0.295 0.259 -0.198
H -2.452 -6.790 1.577 -0.009 0.018 -0.014 0.060
H -4.294 3.111 2.738 0.003 0.164 0.031 0.101
H 8.606 1.400 4.525 0.022 0.017 0.020 0.101
C 2.526 2.574 -2.137 0.373 0.092 0.115 -0.174
H -3.017 3.422 1.528 -0.068 0.191 0.002 0.067
H -6.032 5.301 0.161 -0.085 0.056 0.041 0.087
C -7.644 -3.087 -2.003 -0.546 0.331 -0.190 -0.188
H -9.459 -5.620 -2.826 -0.005 -0.012 0.143 0.063
C -8.454 -3.838 -3.067 0.106 -0.341 -0.133 -0.285
C 0.974 -0.968 -4.861 0.048 -0.180 -0.237 -0.102
H -8.352 -2.868 -1.205 0.280 -0.218 0.420 0.112
N 9.206 -3.726 -2.098 0.036 0.053 -0.013 -0.454
H 4.159 4.670 3.470 0.026 0.048 -0.034 0.106
N -1.473 -2.227 -5.766 -0.410 1.002 -0.567 0.164
H -3.168 1.849 2.311 0.012 -0.034 0.076 0.093
C -5.124 1.944 -1.409 -0.562 0.231 -0.349 -0.128
C 0.595 -1.094 0.358 0.170 0.301 -0.665 -0.158
O 5.650 2.743 1.692 -0.034 -0.061 0.031 0.041
C 1.110 2.638 6.879 -0.070 -0.187 0.102 0.042
O 3.570 4.214 7.187 -0.008 0.144 -0.037 0.028
C 0.516 -1.041 -1.186 0.102 -0.221 0.421 -0.185
H 1.845 3.216 -1.578 -0.155 0.156 -0.178 0.126
C 2.168 -1.444 -4.052 0.283 -0.121 -0.373 -0.168
C -3.723 2.695 1.911 0.092 -0.247 0.151 0.015
H 0.847 -1.760 -5.599 -0.102 0.010 -0.103 0.123
H 1.799 1.861 7.182 0.052 0.015 -0.022 0.101
H 2.978 3.453 2.892 0.097 0.006 -0.057 0.076
O 9.666 -2.620 -1.893 -0.028 -0.001 0.013 0.052
H -7.784 -0.947 -2.192 -0.207 0.043 -0.199 0.117
O 0.446 2.671 -4.025 -0.236 -0.213 0.536 0.172
O 4.403 4.310 0.917 0.019 0.137 -0.010 0.063
H -6.851 -3.716 -1.605 0.086 -0.098 -0.064 0.101
H -5.848 -0.807 -1.101 0.296 0.068 0.100 0.107
N 4.755 3.565 1.804 -0.071 0.037 0.088 -0.415
H -6.054 1.384 -1.388 -0.011 -0.131 0.134 0.120
H -3.896 0.291 -0.737 -0.077 -0.064 0.042 0.126
H -1.489 -7.853 2.652 -0.022 -0.051 0.067 0.104
H 4.472 7.056 6.772 0.052 0.015 0.043 0.104
H 0.584 0.402 2.626 0.017 -0.056 0.210 0.125
O 0.486 3.629 4.889 -0.031 0.045 -0.055 0.058
O -2.562 -5.120 3.287 0.013 0.009 -0.028 0.050
H -0.036 3.364 -3.563 0.122 0.225 -0.307 0.113
H 2.597 -0.797 1.042 0.098 -0.048 -0.128 0.120
C -4.971 5.220 0.390 -0.503 -0.210 -0.174 -0.063
H -4.729 -6.156 -2.243 -0.043 0.039 0.022 0.096
C 7.469 -0.072 1.152 -0.107 -0.014 -0.204 0.052
H -1.229 -0.191 -6.025 0.167 0.039 -0.025 0.160
H -4.962 -1.061 -4.017 0.266 0.004 -0.101 0.121
C -5.715 -1.327 -2.049 -0.396 -0.316 0.092 -0.163
N 7.818 -1.383 1.760 0.105 -0.004 0.015 -0.436
N 1.195 2.785 5.403 0.093 -0.040 0.085 -0.417
N -5.040 2.825 -0.242 1.340 -0.155 -0.174 -0.042
H 0.084 2.378 7.123 -0.041 0.043 -0.063 0.104
H -5.100 -2.207 -1.866 0.178 -0.003 -0.050 0.119
C 3.737 6.530 7.372 -0.081 -0.046 -0.075 0.055
H 2.015 0.511 0.060 -0.025 0.084 -0.133 0.083
H -0.366 -0.796 0.780 -0.098 -0.187 0.170 0.107
C -0.475 0.392 -3.145 0.312 0.082 -0.312 -0.215
N -1.762 1.089 -3.447 -0.173 0.136 0.135 0.142
N -2.488 -6.290 3.611 0.002 0.002 0.063 -0.455
H -0.506 -1.713 -3.528 -0.041 -0.062 0.065 0.134
H -1.916 1.953 -2.950 0.036 -0.205 0.340 0.138
H -3.308 -0.051 -5.494 -0.388 -0.267 0.065 0.164
H -8.069 -5.773 -3.614 0.084 -0.064 0.060 0.059
H 2.885 3.100 -3.018 -0.117 -0.030 -0.139 0.130
H -3.098 -5.433 -2.190 -0.026 0.009 0.047 0.086
H -4.902 4.983 1.447 0.216 0.147 0.109 0.065
C -1.892 -3.074 -5.008 1.683 3.024 -2.567 -0.353
H -0.288 2.842 2.579 -0.009 -0.003 0.079 0.073
H 6.888 1.033 4.864 -0.076 0.034 -0.030 0.110
O 9.052 -4.226 -3.191 -0.011 -0.009 0.028 0.069
C -4.668 2.110 0.900 -0.841 0.023 0.185 -0.486
H -1.513 -0.545 -1.462 -0.164 0.089 -0.103 0.126
N -3.194 -7.464 -1.733 0.038 0.054 0.034 -0.442
H 2.781 6.466 6.867 -0.017 -0.019 -0.008 0.091
H -7.163 -1.722 -3.620 0.081 -0.146 -0.110 0.102
C -3.684 -6.290 -2.505 0.029 -0.060 -0.171 0.041
H 2.739 -0.636 -3.604 -0.093 -0.003 0.279 0.114
C -2.852 0.305 -3.609 -0.294 -0.053 -0.090 -0.263
O 1.961 2.065 4.796 -0.084 0.017 0.108 0.059
O 1.798 1.385 -2.537 -0.163 0.122 0.332 0.078
C -5.126 -0.453 -3.138 -0.286 0.304 -0.040 -0.129
H 6.946 0.503 1.907 0.000 0.044 -0.004 0.059
H -9.465 -3.435 -3.086 -0.084 0.077 -0.027 0.113
C -0.364 -0.812 -4.131 -0.064 0.104 0.340 -0.167
H -5.865 0.303 -3.411 -0.047 0.062 -0.052 0.134
H -0.495 0.835 -1.052 -0.065 0.042 0.129 0.117
C -2.419 -7.307 2.525 0.022 0.086 -0.059 0.041
H 0.314 -2.040 -1.571 -0.084 -0.050 -0.094 0.110
O -2.466 -6.695 4.753 -0.001 -0.005 -0.047 0.067
H -4.523 6.184 0.170 0.209 0.030 0.130 0.084
N -2.841 -0.529 -4.728 0.659 -0.237 0.338 0.128
O -5.133 1.000 1.071 0.216 -0.152 -0.097 0.073
C -4.397 4.125 -0.492 -0.221 0.243 -0.016 -0.235
N -8.503 -5.292 -2.839 -0.069 0.186 -0.099 -0.006
O -2.169 -3.842 -4.248 -1.769 -3.980 3.285 0.247
O 5.317 5.036 8.135 -0.064 0.030 0.016 0.095
C -3.912 1.025 -1.538 -0.027 0.033 0.279 -0.103
H -0.554 1.857 1.134 -0.013 -0.024 -0.152 0.069
H 3.646 6.990 8.350 0.057 0.023 0.012 0.102
B 0.673 1.533 -3.253 -0.030 0.059 -0.495 -0.605
C 7.583 1.738 4.418 0.250 -0.032 0.069 0.048
O 7.379 -2.391 1.244 -0.057 0.025 0.009 0.052
C 1.722 -0.176 0.847 0.099 -0.164 0.482 -0.148
C -0.549 -0.067 -1.670 0.195 -0.077 0.027 -0.115
H 0.823 -2.120 0.632 -0.260 -0.061 0.319 0.112
H -3.549 -6.491 -3.561 -0.012 -0.035 0.006 0.093
H 2.353 0.611 2.752 -0.099 -0.055 0.233 0.109
H 4.456 2.955 -1.301 -0.035 0.157 0.191 0.081
H 4.112 1.270 -1.563 -0.004 -0.139 0.115 0.091
H 1.380 3.594 7.307 -0.042 0.021 0.006 0.076
N -3.888 0.284 -2.803 0.251 0.178 -0.396 0.040
```
Positions in Å, forces in eV/Å.

Properties
Electronic energy: -3810.9193 Ha
Gap between HOMO and LUMO: 8.528 eV
Net charge: +1
F_max: 0.1061 hartree/bohr
LUMO: -0.108 Eh
HOMO energy: -11.48 eV